# C39H56BFeN6O6P2S2

A molecular structure, C39H56BFeN6O6P2S2 in a non-equilibrium geometry (ωB97M-V/def2-TZVPD, the OMol25 dataset).

Cartesian coordinates (Å):
Fe 0.464 -0.600 -0.662
O -2.019 -3.384 -2.101
C -0.965 -3.184 -1.496
O -0.084 -2.284 -1.796
C -0.565 -4.125 -0.353
C -1.546 -4.860 0.297
C -1.242 -5.703 1.373
C 0.082 -5.846 1.687
C 1.083 -5.075 1.094
C 0.784 -4.222 0.064
P 2.079 -3.136 -0.613
C 2.718 -4.180 -1.953
C 3.103 -3.578 -3.136
C 3.595 -4.284 -4.251
C 3.644 -5.641 -4.139
C 3.290 -6.290 -2.972
C 2.810 -5.567 -1.910
C 3.511 -3.159 0.653
C 4.848 -3.182 0.175
C 5.863 -2.612 0.965
C 5.668 -2.161 2.229
C 4.382 -2.321 2.748
C 3.311 -2.770 1.935
H -2.571 -4.665 0.015
H -2.042 -6.267 1.836
H 0.373 -6.554 2.470
H 2.087 -5.247 1.411
H 2.952 -2.502 -3.231
H 3.960 -3.728 -5.084
H 3.994 -6.298 -4.926
H 3.346 -7.364 -3.025
H 2.492 -6.094 -1.019
H 5.059 -3.314 -0.877
H 6.858 -2.444 0.538
H 6.413 -1.601 2.706
H 4.120 -2.096 3.800
H 2.330 -2.815 2.391
O 4.302 -0.245 -1.203
S 3.052 0.483 -1.298
O 3.230 1.915 -1.366
O 2.181 0.095 -0.076
S 1.880 -0.156 -2.854
B -0.783 -1.198 3.863
C -0.260 -1.498 2.391
N 0.025 -1.645 1.287
H 0.299 -1.195 4.550
H -1.476 -0.213 3.896
H -1.507 -2.185 4.134
C 4.688 2.474 1.530
N 3.406 3.165 1.747
C 3.420 4.431 1.045
C 2.277 2.513 2.208
C 2.498 1.149 2.880
O 1.119 2.968 2.109
H 5.563 3.060 1.770
H 4.800 2.254 0.457
H 4.720 1.507 2.032
H 4.431 4.814 1.155
H 2.700 5.142 1.463
H 3.182 4.274 -0.066
H 3.350 1.273 3.480
H 2.654 0.448 2.093
H 1.623 0.808 3.377
N -0.859 0.617 -0.602
P -2.063 1.578 -0.615
N -3.550 0.774 -0.924
C -3.640 -0.228 -1.987
C -4.668 -1.269 -1.730
C -6.029 -0.583 -1.915
C -5.997 0.881 -1.350
C -4.848 1.147 -0.347
N -1.838 2.746 -1.781
C -2.650 3.957 -2.015
C -1.670 5.175 -2.096
C -0.262 4.707 -1.760
C 0.223 3.685 -2.802
C -0.909 2.598 -2.911
N -2.549 2.412 0.781
C -2.455 1.530 1.952
C -3.349 2.034 3.130
C -3.170 3.551 3.372
C -3.121 4.357 2.067
C -2.100 3.787 1.078
H -2.694 -0.715 -2.085
H -3.801 0.228 -2.991
H -4.652 -1.606 -0.699
H -4.495 -2.074 -2.391
H -6.870 -1.177 -1.588
H -6.206 -0.495 -3.023
H -6.959 1.184 -0.908
H -5.831 1.523 -2.215
H -5.029 0.612 0.580
H -4.813 2.200 -0.109
H -3.364 4.060 -1.167
H -3.258 3.763 -2.897
H -2.001 5.994 -1.452
H -1.623 5.496 -3.133
H -0.211 4.211 -0.806
H 0.420 5.536 -1.684
H 1.186 3.212 -2.495
H 0.327 4.140 -3.782
H -0.561 1.586 -2.866
H -1.461 2.780 -3.846
H -1.430 1.536 2.336
H -2.745 0.502 1.685
H -3.068 1.438 3.962
H -4.411 1.818 2.921
H -2.253 3.697 3.968
H -3.996 4.007 3.975
H -2.925 5.420 2.295
H -4.117 4.305 1.576
H -1.156 3.770 1.667
H -2.059 4.311 0.181

Forces on atoms 1 to 6 (eV/Å):
Fe -0.09 -1.05 -0.64
O 0.29 0.12 0.44
C 0.05 -0.15 -0.37
O -0.93 0.10 0.40
C 0.31 0.21 -0.14
C -0.07 0.41 0.35

Electronic energy = -5067.49546 a.u.
Energy above the lowest of the compared OMol25 structures with the same formula, charge and spin = 0.0 kcal per mole
E_LUMO (alpha / beta) = 4.24 / 4.23 eV
Charge = -2
2S+1 = 6
Kohn-Sham gap (alpha / beta) = 6.9 / 6.8 eV

Atomic partial charges in e from the Löwdin method, atoms 1 to 4: number 1, Fe, carries 0.706; number 2, O, carries 0.021; number 3, C, carries -0.591; number 4, O, carries -0.252